DFT (wB97M-V/def2-TZVPD) results for a structure of composition C33H49BClNOP4Pb.

Structure (ORCA input):
```
! wB97M-V def2-TZVPD RIJCOSX def2/J DEFGRID3
* xyz 2 1
P 0.37 -2.64 -5.99
C 0.59 -4.10 -5.01
C -0.17 -5.20 -5.51
H -1.07 -5.01 -6.09
C 0.30 -6.49 -5.34
H -0.18 -7.29 -5.91
C 1.39 -6.78 -4.53
H 1.78 -7.80 -4.44
C 1.97 -5.71 -3.82
H 2.76 -5.93 -3.11
C 1.59 -4.38 -4.04
H 2.04 -3.58 -3.44
C -1.18 -1.81 -5.72
C -2.15 -2.30 -4.82
H -1.86 -2.98 -4.01
C -3.47 -1.88 -4.97
H -4.22 -2.28 -4.31
C -3.83 -0.98 -5.99
H -4.88 -0.74 -6.17
C -2.82 -0.40 -6.75
H -3.08 0.33 -7.52
C -1.49 -0.74 -6.60
H -0.69 -0.25 -7.15
C 1.83 -1.60 -6.09
C 2.60 -1.94 -7.23
H 2.36 -2.85 -7.81
C 3.57 -1.09 -7.69
H 4.05 -1.35 -8.65
C 3.92 0.07 -7.03
H 4.69 0.75 -7.42
C 3.23 0.36 -5.82
H 3.51 1.23 -5.26
C 2.20 -0.45 -5.35
H 1.74 -0.20 -4.37
Pb -0.10 -0.13 0.51
C -1.23 1.80 -0.59
C -1.58 1.82 -1.88
H -1.51 2.55 0.19
C -1.03 0.84 -2.97
O -0.38 1.56 -4.05
H 0.15 0.91 -4.57
C -0.03 -0.09 -2.40
H -1.91 0.34 -3.43
C 0.50 -0.65 -1.39
Cl 1.77 -2.22 0.89
P 2.44 1.39 -0.04
P -2.34 -1.69 0.62
C 3.51 0.98 1.38
H 3.69 -0.10 1.36
H 3.00 1.27 2.31
H 4.44 1.55 1.24
C 3.48 1.16 -1.51
H 3.07 1.73 -2.35
H 3.48 0.08 -1.77
H 4.50 1.50 -1.26
C 2.13 3.18 0.06
H 1.56 3.39 0.98
H 1.55 3.49 -0.82
H 3.10 3.69 0.08
C -2.34 -2.12 2.38
H -2.53 -1.22 2.99
H -1.36 -2.54 2.65
H -3.13 -2.86 2.52
C -3.83 -0.72 0.26
H -3.86 -0.51 -0.82
H -3.79 0.23 0.82
H -4.68 -1.34 0.57
C -2.39 -3.23 -0.33
H -1.37 -3.63 -0.41
H -2.79 -3.01 -1.33
H -3.05 -3.91 0.23
P -2.56 3.16 -2.64
C -3.34 4.01 -1.28
C -3.79 2.44 -3.70
H -2.62 4.34 -0.53
H -4.07 3.39 -0.77
H -3.85 4.89 -1.68
H -3.29 1.97 -4.56
H -4.44 3.27 -4.02
H -4.36 1.67 -3.15
C -1.52 4.29 -3.54
H -0.74 4.69 -2.88
H -2.18 5.10 -3.93
H -1.04 3.73 -4.34
H 1.19 -1.54 -1.30
B 0.51 0.90 5.36
C 0.33 0.89 3.84
N 0.20 0.95 2.67
H 1.22 1.88 5.58
H 1.06 -0.14 5.72
H -0.59 1.03 5.87
*
```

Properties
Highest occupied orbital energy (spin up / spin down) (eV): -11.4 / -11.4
Frontier orbital gap (spin up / spin down) (eV): 2.862 / 2.861

***

DFT (wB97M-V/def2-TZVPD) results for a cluster of 2 separate species, C7H18ClNO2P in total.

Structure (ORCA input):
```
! wB97M-V def2-TZVPD RIJCOSX def2/J DEFGRID3
* xyz 1 1
C -0.57 0.83 1.96
C 0.82 2.58 0.67
C 1.75 -0.12 -2.35
C 1.83 -1.61 -0.26
C -3.12 -1.66 1.14
C 0.59 1.08 0.98
C 1.71 -0.29 -0.78
N 0.47 0.43 -0.33
O -1.18 -0.46 -2.18
O -2.61 -1.58 -0.09
P -1.08 0.07 -0.76
Cl -2.35 1.63 -0.61
H -0.37 1.40 2.93
H -1.57 1.02 1.64
H -0.50 -0.29 2.18
H 0.04 2.92 -0.03
H 1.85 2.56 0.44
H 0.78 3.06 1.62
H 1.40 -1.01 -2.79
H 1.35 0.72 -2.83
H 2.83 -0.19 -2.73
H 1.11 -2.20 -0.69
H 1.86 -1.70 0.86
H 2.82 -2.10 -0.73
H -3.40 -0.62 1.36
H -2.42 -2.11 1.84
H -3.97 -2.31 0.97
H 1.49 0.55 1.45
H 2.35 0.51 -0.40
H -1.90 -1.14 -2.51
*
```

Properties
Highest occupied orbital energy (spin up / spin down) (eV): -13.5 / -13.3
Frontier orbital gap (spin up / spin down) (eV): 7.941 / 7.766

***

DFT (wB97M-V/def2-TZVPD) results for a cluster of 12 separate species, C17H58N12O12 in total.

Structure (ORCA input):
```
! wB97M-V def2-TZVPD RIJCOSX def2/J DEFGRID3
* xyz 0 1
C 0.94 0.03 0.34
C -0.12 -0.15 -0.73
O -1.26 -0.67 -0.13
H 0.55 0.73 1.07
H 1.81 0.54 -0.07
H 1.19 -0.88 0.91
H 0.20 -0.81 -1.50
H -0.39 0.75 -1.22
H -1.94 -0.57 -0.79
C 1.16 5.18 -0.17
C 1.18 3.72 0.26
O 2.53 3.31 0.24
H 1.50 5.95 0.59
H 0.13 5.49 -0.47
H 1.63 5.34 -1.16
H 0.71 2.94 -0.35
H 0.81 3.69 1.34
H 2.48 2.45 0.66
C 2.48 -0.35 3.79
C 3.80 0.16 3.13
O 3.46 1.35 2.43
H 2.72 -1.24 4.23
H 1.58 -0.36 3.10
H 2.31 0.40 4.52
H 4.00 -0.60 2.49
H 4.67 0.25 3.78
H 4.34 1.69 2.10
C 3.07 -2.49 -1.09
C 3.72 -1.72 0.04
O 5.00 -2.22 0.16
H 2.08 -2.13 -1.22
H 2.99 -3.52 -0.95
H 3.51 -2.30 -2.06
H 3.21 -1.87 1.02
H 3.77 -0.71 -0.24
H 5.62 -1.50 0.18
C -0.20 2.50 -3.54
C 1.32 2.36 -3.51
O 1.61 0.97 -3.30
H -0.54 3.57 -3.45
H -0.80 1.86 -2.85
H -0.57 2.09 -4.49
H 1.63 2.92 -2.63
H 1.78 2.74 -4.42
H 0.93 0.52 -3.79
C 0.56 2.71 4.17
O 0.07 1.61 3.52
N 1.75 3.12 3.91
N -0.12 3.48 4.96
H 2.29 2.50 3.34
H 2.19 3.92 4.30
H -1.16 3.39 4.94
H 0.26 4.33 5.47
C -3.18 -3.33 -0.87
O -3.65 -2.16 -0.20
N -3.82 -3.84 -1.81
N -2.02 -3.85 -0.72
H -4.85 -3.58 -1.84
H -3.59 -4.68 -2.34
H -1.44 -3.41 0.03
H -1.75 -4.84 -0.78
C -0.41 -1.24 -4.54
O 0.87 -1.79 -4.79
N -1.17 -1.71 -3.64
N -0.98 -0.35 -5.21
H -0.72 -2.38 -3.01
H -2.19 -1.43 -3.35
H -0.33 0.17 -5.89
H -1.71 0.28 -4.84
C 0.55 -3.63 1.86
O 1.60 -2.98 2.38
N 0.35 -4.84 1.93
N -0.36 -3.08 1.12
H 0.77 -5.31 2.78
H -0.40 -5.36 1.47
H -0.09 -2.10 0.83
H -1.15 -2.79 1.79
C -1.67 -1.58 3.28
O -1.03 -1.66 4.46
N -2.36 -2.50 2.71
N -1.57 -0.52 2.54
H -2.37 -3.36 3.29
H -3.11 -2.32 2.03
H -1.04 0.33 2.95
H -1.61 -0.42 1.51
C -3.39 0.16 -2.91
O -3.20 1.19 -3.86
N -3.63 -1.11 -3.19
N -3.31 0.32 -1.60
H -3.82 -1.31 -4.20
H -3.91 -1.78 -2.49
H -3.22 1.29 -1.20
H -3.69 -0.31 -0.83
C -1.98 3.05 0.00
O -3.33 2.62 -0.21
H -1.32 2.24 0.27
H -1.73 3.88 0.61
H -1.72 3.38 -1.02
H -3.69 2.13 0.56
*
```

Properties
Highest occupied orbital energy (eV): -8.5
Frontier orbital gap (eV): 8.125

***

DFT (wB97M-V/def2-TZVPD) results for an isolated molecule of C5H6O.

Structure (ORCA input):
```
! wB97M-V def2-TZVPD RIJCOSX def2/J DEFGRID3
* xyz 0 1
C -1.14 0.44 0.05
C -1.01 -1.09 -0.22
C 0.44 -1.33 -0.11
C 1.34 -0.53 0.04
C 2.10 0.67 0.17
O 1.55 1.75 0.20
H -1.54 0.62 1.05
H -0.21 1.04 0.04
H -1.75 0.91 -0.72
H -1.38 -1.37 -1.21
H -1.59 -1.69 0.49
H 3.18 0.57 0.22
*
```

Properties
Highest occupied orbital energy (eV): -9.9
Frontier orbital gap (eV): 10.006

***

DFT (wB97M-V/def2-TZVPD) results for a cluster of 2 separate species, C2Br2F2S in total.

Structure (ORCA input):
```
! wB97M-V def2-TZVPD RIJCOSX def2/J DEFGRID3
* xyz 0 1
C -1.74 0.75 0.70
C 1.56 -0.39 -0.17
F 0.54 0.34 -0.74
F 2.71 0.18 -0.57
S -1.73 -0.76 0.15
Br -2.80 2.19 1.05
Br 1.46 -2.32 -0.41
*
```

Properties
Highest occupied orbital energy (spin up / spin down) (eV): -9.6 / -7.9
Frontier orbital gap (spin up / spin down) (eV): 8.833 / 6.772

***

DFT (wB97M-V/def2-TZVPD) results for an isolated molecule of C4H6FNOS.

Structure (ORCA input):
```
! wB97M-V def2-TZVPD RIJCOSX def2/J DEFGRID3
* xyz 0 1
C 0.19 -1.31 -0.71
C 1.18 -0.20 -0.41
C 0.25 0.77 0.24
C -1.17 0.93 0.30
H -1.36 -0.23 -3.15
H 0.44 -2.42 -0.37
H 1.85 -0.04 -1.44
H 0.89 1.80 0.14
H -1.94 0.19 -0.06
H -1.55 1.98 0.09
N -0.87 -1.16 -1.47
O -0.92 0.07 -2.26
F 2.09 -0.49 0.56
S -0.40 0.60 1.97
*
```

Properties
Highest occupied orbital energy (eV): -8.9
Frontier orbital gap (eV): 9.473

***

DFT (wB97M-V/def2-TZVPD) results for a cluster of 2 separate species, CH5N2S2 in total.

Structure (ORCA input):
```
! wB97M-V def2-TZVPD RIJCOSX def2/J DEFGRID3
* xyz 1 1
C 0.06 0.60 0.09
N 0.70 -1.67 0.24
N 1.19 1.20 0.16
S -2.56 -0.74 0.32
S -1.53 1.04 0.03
H -0.04 -2.12 -0.29
H 0.51 -1.80 1.23
H 2.03 0.63 0.11
H 1.31 2.21 0.22
H -3.41 -0.55 -0.69
*
```

Properties
Highest occupied orbital energy (spin up / spin down) (eV): -14.3 / -14.3
Frontier orbital gap (spin up / spin down) (eV): 7.835 / 7.834

***

DFT (wB97M-V/def2-TZVPD) results for a cluster of 8 separate species, C32H88N8O8 in total.

Structure (ORCA input):
```
! wB97M-V def2-TZVPD RIJCOSX def2/J DEFGRID3
* xyz 0 1
C 0.01 1.02 -6.06
C 1.40 0.43 -6.46
C 2.48 1.51 -6.71
O 2.52 2.51 -5.74
C 3.73 3.29 -5.54
N 1.79 -0.38 -5.41
H 0.21 1.73 -5.26
H -0.64 0.26 -5.62
H -0.47 1.53 -6.90
H 1.31 -0.14 -7.38
H 2.30 2.03 -7.66
H 3.46 1.04 -6.77
H 4.13 3.44 -6.54
H 4.55 2.81 -5.01
H 3.59 4.19 -4.94
H 1.04 -1.04 -5.29
H 1.95 0.17 -4.58
C -3.01 3.91 2.18
C -3.98 4.01 1.00
C -5.26 3.12 1.18
O -4.85 1.79 1.42
C -5.99 0.93 1.38
N -4.38 5.39 0.51
H -3.41 4.28 3.13
H -2.03 4.26 1.86
H -2.79 2.85 2.33
H -3.55 3.52 0.13
H -5.76 3.15 0.22
H -5.94 3.50 1.94
H -5.76 -0.11 1.63
H -6.33 0.97 0.34
H -6.82 1.10 2.07
H -4.80 5.79 1.33
H -5.18 5.36 -0.11
C 4.52 -1.32 -2.17
C 4.72 0.02 -2.94
C 5.26 -0.15 -4.41
O 6.63 -0.60 -4.47
C 7.27 -0.28 -5.66
N 3.43 0.66 -2.86
H 3.88 -2.07 -2.63
H 4.22 -1.28 -1.12
H 5.50 -1.79 -2.06
H 5.47 0.62 -2.42
H 5.05 0.71 -5.05
H 4.56 -0.90 -4.79
H 8.21 -0.81 -5.82
H 7.70 0.71 -5.49
H 6.60 -0.40 -6.50
H 3.00 0.74 -1.95
H 3.48 1.60 -3.23
C 6.98 4.02 2.51
C 5.67 3.98 3.39
C 4.39 3.75 2.60
O 3.33 3.84 3.55
C 2.08 3.36 3.05
N 5.89 2.90 4.41
H 6.88 4.90 1.88
H 6.94 3.13 1.87
H 7.94 4.03 3.02
H 5.64 4.90 3.97
H 4.39 2.83 2.01
H 4.23 4.59 1.93
H 2.16 3.27 1.96
H 1.20 3.94 3.32
H 1.84 2.33 3.32
H 4.93 2.77 4.69
H 6.48 3.28 5.13
C -4.19 -2.85 0.52
C -3.31 -3.71 1.50
C -2.41 -4.77 0.76
O -1.57 -4.23 -0.26
C -0.68 -5.30 -0.76
N -2.57 -2.90 2.41
H -3.76 -2.68 -0.46
H -4.33 -1.80 0.80
H -4.99 -3.50 0.18
H -3.90 -4.30 2.20
H -3.04 -5.60 0.43
H -1.72 -5.17 1.51
H -1.29 -5.93 -1.41
H -0.16 -5.91 -0.02
H 0.06 -4.82 -1.39
H -2.26 -2.07 1.92
H -1.67 -3.33 2.56
C -3.44 -3.41 8.91
C -4.10 -2.15 9.08
C -3.57 -0.93 8.28
O -3.62 -1.26 6.93
C -2.50 -0.97 6.13
N -5.55 -2.32 8.84
H -2.40 -3.19 9.14
H -3.37 -3.74 7.87
H -3.71 -4.29 9.50
H -4.21 -1.87 10.12
H -2.59 -0.69 8.69
H -4.21 -0.07 8.51
H -2.57 0.12 6.06
H -2.65 -1.34 5.12
H -1.51 -1.37 6.34
H -5.52 -2.21 7.84
H -5.96 -1.49 9.24
C 0.44 1.78 -1.59
C 0.60 1.16 -0.25
C -0.68 0.31 0.06
O -0.65 -0.21 1.35
C -1.30 0.53 2.39
N 1.71 0.35 -0.36
H 0.49 1.18 -2.50
H 1.19 2.53 -1.85
H -0.50 2.33 -1.55
H 0.84 1.92 0.49
H -0.86 -0.61 -0.49
H -1.61 0.87 0.00
H -2.33 0.81 2.16
H -0.90 1.45 2.81
H -1.26 -0.15 3.24
H 1.71 -0.30 -1.13
H 1.64 -0.11 0.53
C 0.82 -2.25 -2.72
C -0.29 -2.87 -3.54
C -1.72 -2.34 -3.05
O -2.88 -2.68 -3.86
C -3.50 -4.03 -3.79
N -0.11 -2.50 -4.93
H 0.66 -1.17 -2.67
H 1.84 -2.41 -3.09
H 0.80 -2.59 -1.69
H -0.29 -3.96 -3.52
H -1.49 -1.27 -3.10
H -1.93 -2.62 -2.01
H -4.30 -3.99 -4.52
H -3.96 -4.15 -2.82
H -2.74 -4.80 -3.92
H -0.86 -2.58 -5.60
H 0.66 -3.05 -5.27
*
```

Properties
Highest occupied orbital energy (eV): -8.0
Frontier orbital gap (eV): 8.551